Molecular formula: C6H6N4O2S
Method: DFT, wB97M-V/def2-TZVPD

Last column: Löwdin charge in e.
Cartesian coordinates (Å):
1 N 0.007 -0.875 -1.699  0.129
2 N -0.980 2.610 -1.185  0.081
3 N -0.691 2.700 0.104  0.059
4 O -1.120 1.171 -3.089  0.106
5 O 0.289 1.898 2.091  0.029
6 S 0.221 -3.371 -0.655  0.842
7 C 0.288 -1.649 -0.638  -0.670
8 C -0.802 1.453 -1.812  -0.310
9 C -0.146 1.667 0.780  -0.263
10 C -0.215 0.356 -1.201  -0.215
11 C 0.014 0.434 0.134  -0.091
12 N 0.439 -0.852 0.493  -0.028
13 C 0.527 -1.173 1.932  0.002
14 H -1.079 0.240 -3.204  0.073
15 H 0.213 2.877 2.243  0.129
16 H 1.407 -3.704 -1.183  -0.121
17 H -0.455 -1.174 2.358  0.095
18 H 1.082 -2.165 2.100  0.119
19 H 1.002 -0.443 2.432  0.035

For the molar mass, the calculation gives 198.21 g mol⁻¹. Its structure (SMILES) is Cn1c(S)nc2c(O)nnc(O)c21. As for the strongest force on any atom: 4.5 eV/A. As for the HOMO-LUMO gap: 8.8 eV. The value obtained for the energy above the lowest of the compared OMol25 structures with the same formula, charge and spin is 0.00 kcal/mol. As for the spin multiplicity: 1. As for the LUMO energy: -0.00019 Ha. For the HOMO energy, the calculation gives -0.3219 Ha.

=====

Molecular formula: C5H11NO
Method: DFT, wB97M-V/def2-TZVPD

Last column: Löwdin charge in e.
Cartesian coordinates (Å):
1 C -0.422 0.286 -2.185  0.014
2 C -0.564 0.381 -0.825  -0.381
3 C -1.748 1.134 -0.307  -0.032
4 C 1.778 -0.116 -0.313  -0.034
5 C 0.224 -1.183 2.237  -0.032
6 N 0.332 -0.143 0.070  -0.169
7 O 0.196 0.047 1.438  -0.195
8 H 0.330 -0.295 -2.734  0.051
9 H -1.194 0.718 -2.761  0.028
10 H -2.338 1.706 -0.942  0.058
11 H -1.439 1.640 0.531  0.041
12 H -2.443 0.328 0.128  0.119
13 H 1.858 0.473 -1.318  0.104
14 H 2.288 0.483 0.380  0.062
15 H 2.259 -1.107 -0.518  0.090
16 H 1.257 -1.647 1.788  0.130
17 H -0.659 -1.806 2.066  0.077
18 H 0.284 -0.899 3.265  0.066

For the molar mass, the calculation gives 101.15 g mol⁻¹. Its structure (SMILES) is C=C(C)N(C)OC. As for the strongest force on any atom: 4.5 eV/A. As for the HOMO-LUMO gap: 8.7 eV. The value obtained for the energy above the lowest of the compared OMol25 structures with the same formula, charge and spin is 103.54 kcal/mol. As for the spin multiplicity: 1. As for the LUMO energy: 0.03588 Ha. For the HOMO energy, the calculation gives -0.2820 Ha.

=====

Molecular formula: CH4IN
Method: DFT, wB97M-V/def2-TZVPD

Last column: Mulliken spin population.
Cartesian coordinates (Å):
1 C -1.743 0.572 -0.074  0.899
2 N 1.778 -0.762 -0.241  0.844
3 I 3.476 0.107 0.048  0.175
4 H -1.606 0.985 0.934  0.029
5 H -0.762 0.418 -0.495  0.042
6 H -2.775 0.320 -0.328  0.027
7 H 1.630 -1.639 0.156  -0.017

For the molar mass, the calculation gives 156.95 g mol⁻¹. As for the strongest force on any atom: 3.0 eV/A. As for the HOMO-LUMO gap (alpha / beta): 8.7 / 8.0 eV. The value obtained for the energy above the lowest of the compared OMol25 structures with the same formula, charge and spin is 34.00 kcal/mol. As for the spin multiplicity: 3. As for the LUMO energy (alpha / beta): 0.00136 / -0.04792 Ha. For the HOMO energy (alpha / beta), the calculation gives -0.3176 / -0.3435 Ha. As for the expectation value of S²: 2.011.

=====

Molecular formula: C5H3NO2
Method: DFT, wB97M-V/def2-TZVPD

Last column: Löwdin charge in e.
Cartesian coordinates (Å):
1 C -1.133 0.308 0.864  -0.612
2 C -0.468 -0.874 -0.918  0.026
3 C 0.530 -0.088 -0.487  -0.289
4 C 1.940 -0.031 -0.714  -0.035
5 C 3.084 -0.181 -1.077  0.148
6 H -2.314 -1.317 0.278  0.187
7 H -0.503 -1.703 -1.596  0.124
8 H 4.079 -0.121 -1.437  0.031
9 N -1.550 -0.659 0.002  0.139
10 O -1.847 0.936 1.568  0.126
11 O 0.081 0.682 0.523  0.154

For the molar mass, the calculation gives 109.08 g mol⁻¹. Its structure (SMILES) is C#Cc1c[nH]c(=O)o1. As for the strongest force on any atom: 2.7 eV/A. As for the HOMO-LUMO gap: 9.4 eV. The value obtained for the energy above the lowest of the compared OMol25 structures with the same formula, charge and spin is 29.26 kcal/mol. As for the spin multiplicity: 1. As for the LUMO energy: 0.02259 Ha. For the HOMO energy, the calculation gives -0.3217 Ha.

=====

Molecular formula: C22H25NO4S
Method: DFT, wB97M-V/def2-TZVPD

Last column: Löwdin charge in e.
Cartesian coordinates (Å):
1 C -1.613 -2.585 0.915  -0.101
2 H -1.164 -2.406 1.888  0.054
3 H -1.874 -1.623 0.482  0.044
4 H -2.524 -3.164 1.047  0.075
5 C -0.637 -3.335 0.008  -0.194
6 C 0.637 -2.564 -0.163  -0.240
7 C 1.632 -2.611 0.809  -0.038
8 C 2.804 -1.901 0.656  -0.007
9 C 3.005 -1.096 -0.467  -0.156
10 C 2.015 -1.050 -1.447  -0.017
11 C 0.851 -1.781 -1.291  -0.030
12 H 0.101 -1.757 -2.068  0.110
13 H 2.163 -0.480 -2.352  0.114
14 C 4.272 -0.344 -0.572  -0.319
15 O 5.335 -0.777 -0.198  0.122
16 C 4.167 1.078 -1.142  -0.052
17 H 5.089 1.620 -0.920  0.143
18 H 4.005 1.045 -2.226  0.137
19 O 3.088 1.764 -0.515  0.009
20 C 2.010 2.049 -1.242  -0.443
21 O 1.932 1.881 -2.431  0.118
22 C 0.847 2.558 -0.400  -0.194
23 N -0.255 1.656 -0.662  0.097
24 C -1.546 2.049 -0.527  -0.466
25 O -1.858 3.174 -0.189  0.077
26 C -2.529 0.967 -0.816  -0.142
27 C -3.675 0.866 -0.034  -0.020
28 C -4.593 -0.140 -0.273  -0.072
29 C -4.383 -1.039 -1.305  -0.085
30 C -3.258 -0.925 -2.106  -0.082
31 C -2.330 0.072 -1.863  -0.041
32 H -1.467 0.179 -2.504  0.114
33 H -3.106 -1.613 -2.924  0.106
34 H -5.100 -1.824 -1.493  0.104
35 H -5.476 -0.221 0.343  0.105
36 H -3.832 1.582 0.758  0.118
37 H -0.044 0.676 -0.778  0.097
38 C 1.132 2.751 1.098  -0.172
39 C 1.414 1.491 1.906  -0.441
40 H 2.244 0.925 1.488  0.054
41 H 1.661 1.769 2.932  0.079
42 S 0.048 0.287 2.004  0.841
43 C -1.200 1.261 2.892  -0.364
44 H -2.013 0.580 3.121  0.032
45 H -0.767 1.648 3.810  0.038
46 H -1.562 2.068 2.262  0.018
47 H 1.997 3.411 1.196  0.123
48 H 0.268 3.267 1.519  0.108
49 H 0.544 3.536 -0.804  0.168
50 H 3.579 -1.946 1.407  0.125
51 H 1.487 -3.220 1.688  0.122
52 H -0.415 -4.309 0.450  0.114
53 H -1.104 -3.498 -0.965  0.108

For the molar mass, the calculation gives 399.51 g mol⁻¹. Its structure (SMILES) is CCc1ccc(C(=O)COC(=O)[C@H](CCSC)NC(=O)c2ccccc2)cc1. As for the strongest force on any atom: 0.7 eV/A. As for the HOMO-LUMO gap: 8.5 eV. The value obtained for the energy above the lowest of the compared OMol25 structures with the same formula, charge and spin is 0.00 kcal/mol. As for the spin multiplicity: 1. As for the LUMO energy: 0.00676 Ha. For the HOMO energy, the calculation gives -0.3051 Ha.

=====

Molecular formula: C26H40CuTe
Method: DFT, wB97M-V/def2-TZVPD

Last column: Löwdin charge in e.
Cartesian coordinates (Å):
1 Cu -0.722 0.456 -0.821  0.105
2 C -0.345 -1.555 -0.890  -0.203
3 C -0.396 -1.891 0.526  -0.157
4 C 0.916 -2.133 0.943  -0.144
5 C 1.754 -2.007 -0.196  -0.039
6 C 1.016 -1.727 -1.319  -0.241
7 C 1.469 -1.772 -2.758  -0.563
8 C 1.103 -3.153 -3.324  -0.053
9 C 0.782 -0.700 -3.609  -0.059
10 C 2.984 -1.594 -2.867  -0.065
11 C 1.536 -2.407 2.309  -0.527
12 C 1.539 -1.115 3.141  -0.044
13 C 0.871 -3.567 3.065  -0.058
14 C 3.008 -2.833 2.169  -0.087
15 C -1.764 -2.058 1.178  -0.528
16 C -2.141 -3.549 1.159  -0.045
17 C -1.891 -1.483 2.595  -0.053
18 C -2.871 -1.336 0.392  -0.092
19 H -1.143 -1.852 -1.566  0.102
20 H 2.823 -2.099 -0.187  0.083
21 H 0.038 -3.336 -3.224  0.076
22 H 1.627 -3.934 -2.779  0.081
23 H 1.365 -3.233 -4.379  0.073
24 H -0.294 -0.851 -3.631  0.075
25 H 1.153 -0.735 -4.634  0.076
26 H 0.979 0.291 -3.204  0.074
27 H 3.498 -2.370 -2.307  0.072
28 H 3.278 -0.627 -2.469  0.085
29 H 3.302 -1.654 -3.906  0.075
30 H 0.542 -0.708 3.267  0.057
31 H 2.133 -0.363 2.624  0.086
32 H 1.980 -1.284 4.126  0.076
33 H -0.178 -3.402 3.268  0.040
34 H 1.369 -3.734 4.022  0.076
35 H 0.958 -4.479 2.476  0.087
36 H 3.621 -2.025 1.778  0.074
37 H 3.099 -3.696 1.511  0.084
38 H 3.400 -3.106 3.150  0.075
39 H -1.486 -4.145 1.784  0.058
40 H -2.062 -3.925 0.140  0.085
41 H -3.170 -3.682 1.495  0.076
42 H -1.200 -1.917 3.307  0.045
43 H -2.904 -1.658 2.963  0.080
44 H -1.720 -0.408 2.562  0.089
45 H -3.026 -1.766 -0.593  0.078
46 H -2.615 -0.285 0.273  -0.016
47 H -3.809 -1.403 0.944  0.083
48 C -0.422 7.921 1.600  -0.066
49 C -0.795 6.536 1.149  -0.292
50 C -2.037 6.005 1.454  -0.039
51 C -2.445 4.776 0.962  -0.343
52 C -3.780 4.246 1.389  -0.122
53 C -1.605 4.052 0.115  -0.547
54 Te -2.389 2.445 -1.008  0.879
55 C -0.301 4.509 -0.076  -0.332
56 C 0.702 3.705 -0.843  -0.110
57 C 0.084 5.743 0.426  -0.034
58 H -1.212 8.335 2.225  0.065
59 H -0.291 8.575 0.738  0.074
60 H 0.509 7.914 2.171  0.073
61 H -2.715 6.575 2.080  0.107
62 H -4.033 4.596 2.392  0.070
63 H -3.756 3.157 1.394  0.019
64 H -4.565 4.570 0.703  0.076
65 H 0.563 2.631 -0.675  0.006
66 H 1.714 3.976 -0.542  0.072
67 H 0.598 3.881 -1.915  0.080
68 H 1.085 6.103 0.225  0.111

For the molar mass, the calculation gives 543.75 g mol⁻¹. As for the strongest force on any atom: 0.7 eV/A. As for the HOMO-LUMO gap: 6.6 eV. As for the spin multiplicity: 1. As for the LUMO energy: 0.10054 Ha. For the HOMO energy, the calculation gives -0.1422 Ha. Its net charge is -1.